[1]
{"formula": "C29H30N7O2STi", "method": "ωB97M-V/def2-TZVPD", "species": ["Ti", "C", "C", "C", "C", "C", "C", "N", "C", "C", "C", "C", "C", "C", "N", "N", "C", "C", "C", "C", "C", "N", "H", "H", "H", "H", "H", "H", "H", "H", "H", "H", "H", "H", "H", "O", "C", "O", "C", "C", "C", "C", "C", "C", "S", "H", "H", "H", "H", "C", "N", "C", "C", "N", "N", "C", "C", "H", "H", "H", "H", "H", "H", "H", "H", "H", "H", "H", "H", "H"], "xyz": [[0.034, -0.274, 0.036], [4.712, -2.314, 1.645], [3.876, -3.277, 1.089], [2.844, -2.909, 0.245], [2.641, -1.564, -0.068], [3.488, -0.607, 0.477], [4.512, -0.978, 1.339], [1.528, -1.161, -0.854], [1.206, -1.848, -2.023], [2.100, -2.519, -2.854], [1.638, -3.131, -4.010], [0.289, -3.094, -4.357], [-0.619, -2.447, -3.536], [-0.160, -1.840, -2.375], [-0.951, -1.182, -1.428], [-2.262, -1.235, -1.506], [-2.806, -0.530, -0.471], [-4.183, -0.630, -0.208], [-4.694, 0.023, 0.879], [-3.844, 0.781, 1.703], [-2.513, 0.838, 1.393], [-1.989, 0.208, 0.323], [5.506, -2.606, 2.320], [4.015, -4.322, 1.334], [2.164, -3.651, -0.153], [3.332, 0.440, 0.243], [5.144, -0.216, 1.774], [3.149, -2.551, -2.591], [2.340, -3.646, -4.653], [-0.050, -3.579, -5.263], [-1.676, -2.418, -3.764], [-4.786, -1.243, -0.861], [-5.748, -0.054, 1.113], [-4.218, 1.297, 2.574], [-1.809, 1.391, 2.001], [2.101, 1.343, 2.958], [1.347, 0.450, 2.650], [0.611, 0.540, 1.540], [1.157, -0.793, 3.442], [1.757, -0.786, 4.706], [1.661, -1.865, 5.556], [0.954, -2.988, 5.134], [0.365, -3.014, 3.889], [0.446, -1.925, 3.005], [-0.335, -2.199, 1.445], [2.304, 0.102, 4.992], [2.128, -1.839, 6.532], [0.865, -3.851, 5.783], [-0.175, -3.894, 3.561], [-1.257, 3.999, -2.829], [-0.496, 2.768, -2.680], [-1.186, 1.576, -3.132], [0.473, 2.654, -1.728], [0.624, 1.570, -1.029], [1.270, 3.759, -1.536], [1.802, 4.485, -2.681], [2.112, 3.810, -0.354], [-2.268, 3.861, -2.431], [-1.338, 4.274, -3.882], [-0.785, 4.810, -2.285], [-1.647, 1.794, -4.096], [-1.967, 1.262, -2.435], [-0.479, 0.762, -3.258], [1.503, 1.609, -0.519], [1.279, 4.198, -3.587], [2.864, 4.255, -2.811], [1.699, 5.562, -2.538], [1.581, 3.429, 0.517], [2.381, 4.848, -0.165], [3.040, 3.238, -0.480]], "mulliken_spin": [0.17, 0.00, 0.00, 0.00, 0.00, 0.00, 0.00, 0.01, 0.08, -0.05, 0.07, -0.03, 0.09, -0.07, 0.17, 0.39, -0.04, 0.05, 0.01, 0.06, 0.00, 0.09, 0.00, 0.00, 0.00, 0.00, 0.00, 0.00, 0.01, 0.00, 0.01, 0.00, 0.00, 0.00, 0.01, 0.00, 0.00, -0.02, 0.00, 0.00, 0.00, 0.00, 0.00, 0.00, -0.01, 0.00, 0.00, 0.00, 0.00, 0.00, 0.00, 0.02, -0.01, -0.01, 0.00, 0.00, 0.00, 0.00, 0.00, 0.00, 0.00, -0.01, 0.00, 0.01, 0.00, 0.00, 0.00, 0.00, 0.00, 0.00], "e_above_lowest_kcal_mol": 0.0, "molar_mass_g_mol": 588.5, "orbital_gap_ev": [6.76, 5.95], "e_tot_ha": -2904.6621, "spin_multiplicity": 2}

---

[2]
{"formula": "C4H11CdClN5O4", "method": "ωB97M-V/def2-TZVPD", "species": ["Cd", "O", "Cl", "O", "O", "O", "C", "N", "C", "C", "N", "N", "C", "N", "N", "H", "H", "H", "H", "H", "H", "H", "H", "H", "H", "H"], "xyz": [[2.101, 1.030, -0.266], [4.827, 3.719, 0.722], [3.884, 2.716, 0.435], [3.445, 2.750, -0.994], [4.384, 1.357, 0.661], [2.643, 2.840, 1.219], [-3.037, -1.080, 0.196], [-2.196, 0.062, -0.154], [-2.820, 1.372, -0.338], [-0.854, -0.020, -0.228], [-0.075, 1.005, -0.394], [-0.364, -1.322, -0.131], [0.918, -1.849, -0.066], [0.923, -3.190, 0.070], [1.996, -1.141, -0.133], [-4.051, -0.725, 0.339], [-2.720, -1.538, 1.135], [-3.063, -1.828, -0.601], [-3.893, 1.235, -0.424], [-2.475, 1.835, -1.263], [-2.618, 2.035, 0.505], [-0.581, 1.877, -0.411], [-1.084, -2.023, -0.116], [0.083, -3.731, 0.171], [1.795, -3.688, 0.110], [2.835, -1.699, -0.044]], "nbo_charge": [1.69, -0.71, 2.46, -0.89, -0.86, -0.87, -0.43, -0.39, -0.43, 0.66, -0.96, -0.61, 0.65, -0.78, -0.94, 0.25, 0.22, 0.21, 0.24, 0.22, 0.22, 0.40, 0.42, 0.41, 0.42, 0.40], "molar_mass_g_mol": 341.0, "total_charge": 1, "orbital_gap_ev": 10.57, "e_tot_ha": -1361.2353}

---

[3]
{"formula": "C3H5N", "method": "ωB97M-V/def2-TZVPD", "species": ["C", "C", "C", "N", "H", "H", "H", "H", "H"], "xyz": [[-1.390, 0.047, 0.036], [1.602, 0.320, 0.139], [-0.223, -1.039, 0.044], [1.008, -0.689, -0.334], [-2.408, -0.057, 0.049], [-1.085, 1.031, -0.332], [2.645, 0.287, -0.150], [1.302, 1.082, 0.868], [-0.231, -2.067, 0.202]], "nbo_charge": [-0.47, -0.05, 0.02, -0.42, 0.19, 0.18, 0.17, 0.17, 0.20], "e_above_lowest_kcal_mol": 74.0, "smiles": "C=CN=C", "molar_mass_g_mol": 55.1, "orbital_gap_ev": 8.72, "e_tot_ha": -171.9371}

---

[4]
{"formula": "C8H16F3N3NiO3S2", "method": "ωB97M-V/def2-TZVPD", "species": ["Ni", "N", "C", "C", "C", "N", "C", "C", "N", "C", "H", "H", "H", "H", "H", "H", "H", "H", "H", "H", "H", "H", "H", "H", "H", "H", "F", "C", "F", "F", "S", "O", "O", "O", "S", "C"], "xyz": [[-0.634, -0.671, -1.600], [1.171, 1.914, 1.384], [0.543, 0.545, 1.277], [-0.896, 0.591, 1.754], [-1.623, -0.719, 1.412], [-1.999, -0.756, -0.026], [-0.793, -1.936, 1.818], [0.682, -1.886, 1.421], [0.806, -1.978, -0.041], [1.331, -0.575, 1.912], [0.605, 2.557, 0.816], [2.097, 1.928, 0.943], [1.252, 2.264, 2.339], [0.554, 0.365, 0.212], [-1.428, 1.434, 1.306], [-0.923, 0.723, 2.840], [-2.541, -0.740, 2.005], [-2.641, 0.013, -0.208], [-2.538, -1.600, -0.197], [-1.253, -2.845, 1.419], [-0.850, -2.031, 2.905], [1.195, -2.713, 1.920], [0.539, -2.903, -0.360], [1.770, -1.847, -0.334], [2.378, -0.551, 1.597], [1.312, -0.535, 3.003], [0.041, 3.651, -3.482], [0.431, 2.393, -3.606], [1.469, 2.331, -4.425], [-0.572, 1.674, -4.114], [0.868, 1.674, -1.975], [1.881, 2.516, -1.400], [1.256, 0.288, -2.262], [-0.407, 1.650, -1.225], [-1.798, -2.539, -4.100], [-1.284, -1.687, -2.931]], "mulliken_spin": [1.04, 0.00, -0.01, 0.00, -0.01, 0.04, 0.00, 0.00, 0.01, 0.00, 0.00, 0.00, 0.00, 0.01, 0.00, 0.00, 0.00, 0.00, -0.01, 0.00, 0.00, 0.00, 0.00, 0.00, 0.00, 0.00, 0.00, 0.00, 0.00, 0.00, 0.00, 0.00, 0.01, 0.01, -0.08, -0.02], "e_above_lowest_kcal_mol": 10.0, "molar_mass_g_mol": 382.1, "total_charge": 1, "orbital_gap_ev": [9.32, 8.62], "e_tot_ha": -3308.5045, "spin_multiplicity": 2}

---

[5]
{"formula": "C12H18O6P", "method": "ωB97M-V/def2-TZVPD", "species": ["C", "C", "O", "O", "C", "C", "C", "C", "O", "P", "O", "H", "H", "H", "H", "H", "H", "H", "H", "H", "H", "H", "H", "H", "H", "C", "C", "C", "O", "C", "C", "C", "O", "H", "H", "H", "H"], "xyz": [[0.832, 2.872, -1.674], [1.890, 1.710, -1.214], [3.162, 2.126, -0.957], [1.604, 0.284, -1.001], [0.302, -0.121, -1.550], [-0.816, 0.079, -0.370], [-2.377, -0.061, -0.846], [-2.834, 0.347, -2.363], [-3.704, 1.555, -2.432], [-3.412, 2.377, -0.884], [-3.203, 0.858, 0.003], [1.486, 3.740, -2.168], [0.239, 3.359, -0.785], [0.080, 2.536, -2.527], [0.038, 0.359, -2.582], [0.376, -1.296, -1.747], [-0.608, 1.073, 0.258], [-0.630, -0.804, 0.412], [-2.747, -1.127, -0.536], [-3.480, -0.606, -2.680], [-2.042, 0.540, -3.201], [-3.439, 3.728, -1.443], [-4.848, 2.450, -0.755], [-3.272, 2.980, 0.442], [-2.021, 2.432, -1.256], [3.519, -2.125, 1.844], [2.337, -1.507, 1.762], [1.182, -1.953, 2.566], [0.099, -1.390, 2.490], [1.385, -3.106, 3.465], [2.567, -3.724, 3.547], [3.722, -3.278, 2.743], [4.805, -3.842, 2.819], [4.376, -1.811, 1.261], [2.172, -0.659, 1.108], [0.528, -3.420, 4.049], [2.732, -4.572, 4.202]], "nbo_charge": [-0.75, 0.78, -0.62, -0.54, -0.10, -0.46, 0.06, -0.12, -0.83, 1.00, -0.83, 0.25, 0.28, 0.25, 0.20, 0.19, 0.24, 0.22, 0.18, 0.16, 0.16, -0.19, -0.15, -0.17, -0.20, -0.23, -0.23, 0.47, -0.47, -0.22, -0.24, 0.47, -0.51, 0.23, 0.26, 0.23, 0.23], "molar_mass_g_mol": 289.2, "total_charge": -1, "orbital_gap_ev": 4.38, "e_tot_ha": -1260.6490}

---

[6]
{"formula": "C8H10O5RuS", "method": "ωB97M-V/def2-TZVPD", "species": ["Ru", "O", "C", "C", "O", "C", "O", "C", "O", "C", "H", "H", "C", "H", "H", "C", "S", "C", "O", "H", "H", "H", "H", "H", "H"], "xyz": [[-0.020, -1.566, -1.228], [-2.993, -1.592, -0.406], [-1.878, -1.597, -0.718], [1.767, -0.806, -0.975], [2.839, -0.386, -0.874], [-0.481, -0.105, -2.435], [-0.788, 0.788, -3.102], [0.281, -2.714, 0.347], [0.417, -3.326, 1.317], [-0.249, -3.360, -2.851], [-0.546, -4.268, -2.311], [-0.967, -3.016, -3.607], [1.084, -2.928, -2.864], [1.444, -2.219, -3.622], [1.864, -3.485, -2.329], [-1.212, 3.001, 3.519], [0.045, 2.108, 2.575], [0.576, 3.376, 1.418], [1.180, 1.812, 3.497], [-1.720, 3.705, 2.854], [-0.732, 3.505, 4.365], [-1.929, 2.249, 3.869], [0.013, 4.298, 1.594], [1.653, 3.529, 1.553], [0.355, 3.000, 0.412]], "mulliken_spin": [3.15, 0.11, -0.01, 0.06, 0.10, 0.07, 0.08, 0.08, 0.07, 0.13, 0.02, 0.02, 0.09, 0.02, 0.01, 0.06, 0.25, 0.05, 0.63, 0.01, 0.00, 0.00, 0.01, 0.00, 0.00], "molar_mass_g_mol": 319.3, "total_charge": 3, "orbital_gap_ev": [6.57, 6.32], "e_tot_ha": -1178.6500, "spin_multiplicity": 6}